w) {
  "formula": "C4H10OS",
  "method": "ωB97M-V with the def2-TZVPD basis set",
  "elements": ["C", "C", "C", "C", "H", "H", "H", "H", "H", "H", "H", "H", "H", "H", "O", "S"],
  "xyz": [[-0.471, 1.499, -0.178], [-0.223, 0.034, 0.199], [-1.584, -0.702, -0.163], [1.036, -0.603, -0.505], [-0.837, 1.644, -1.180], [-1.353, 1.734, 0.507], [0.431, 2.080, 0.003], [-1.451, -1.714, -0.649], [-2.242, -0.115, -0.744], [-2.180, -0.904, 0.698], [0.822, 0.016, 1.938], [0.926, -1.709, -0.543], [1.119, -0.357, -1.589], [3.360, -0.933, 0.486], [-0.033, -0.109, 1.599], [2.679, 0.139, 0.119]],
  "smiles": "CC(C)(O)CS",
  "homo_lumo_gap_ev": 10.19,
  "lumo_ha": 0.027,
  "homo_energy_ha": -0.347
}



x) {
  "formula": "C4H10OS",
  "method": "ωB97M-V with the def2-TZVPD basis set",
  "elements": ["C", "C", "C", "C", "O", "S", "H", "H", "H", "H", "H", "H", "H", "H", "H", "H"],
  "xyz": [[0.711, -1.299, 0.827], [-1.713, -0.242, -0.509], [-0.076, -0.111, 1.428], [-1.304, 0.154, 0.710], [0.610, 1.064, 1.497], [1.297, 1.254, -2.305], [1.387, -0.906, 0.163], [-0.001, -1.990, 0.311], [1.262, -1.887, 1.498], [-2.581, 0.272, -1.069], [-1.314, -1.006, -1.107], [2.663, 1.417, -2.408], [-0.290, -0.490, 2.461], [-2.006, 0.830, 1.295], [0.187, 1.648, 0.876], [1.169, 1.292, -3.668]],
  "smiles": "C=C[C@@H](C)O.S",
  "homo_lumo_gap_ev": 10.37,
  "lumo_ha": 0.025,
  "homo_energy_ha": -0.356
}



Which of them is the least stable? Correct choice: x).



w) {
  "formula": "C2HClO",
  "method": "ωB97M-V with the def2-TZVPD basis set",
  "elements": ["C", "C", "O", "Cl", "H"],
  "xyz": [[0.412, -0.575, 0.663], [-0.113, 0.429, -0.166], [-1.025, -0.457, -0.116], [-0.026, 2.003, -0.430], [0.751, -1.400, 0.048]],
  "smiles": "ClC1=CO1",
  "homo_lumo_gap_ev": 8.73,
  "lumo_ha": -0.005,
  "homo_energy_ha": -0.326
}



x) {
  "formula": "C2HClO",
  "method": "ωB97M-V with the def2-TZVPD basis set",
  "elements": ["C", "C", "O", "Cl", "H"],
  "xyz": [[0.882, 0.166, -0.052], [2.153, 0.191, 0.015], [1.601, 1.499, 0.000], [3.692, -0.378, 0.001], [-0.454, -0.131, 0.003]],
  "homo_lumo_gap_ev": 9.05,
  "lumo_ha": 0.029,
  "homo_energy_ha": -0.304
}



y) {
  "formula": "C2HClO",
  "method": "ωB97M-V with the def2-TZVPD basis set",
  "elements": ["C", "C", "O", "Cl", "H"],
  "xyz": [[-0.888, 1.042, 0.225], [-2.167, -0.430, 1.308], [-1.989, -0.672, 2.419], [-1.192, 0.968, -1.399], [0.048, 0.514, 0.362]],
  "homo_lumo_gap_ev": 7.86,
  "lumo_ha": -0.042,
  "homo_energy_ha": -0.331
}



Which of them is the least stable? Correct choice: x).



w) {
  "formula": "C4H12S2",
  "method": "ωB97M-V with the def2-TZVPD basis set",
  "elements": ["C", "C", "S", "H", "H", "H", "H", "H", "H", "C", "C", "S", "H", "H", "H", "H", "H", "H"],
  "xyz": [[0.930, 1.059, -2.253], [1.479, -0.278, -1.631], [2.394, 0.024, -0.068], [1.164, 1.016, -3.317], [1.453, 1.886, -1.788], [-0.126, 1.161, -2.026], [0.612, -0.927, -1.586], [2.168, -0.719, -2.347], [1.583, -0.690, 0.724], [-2.372, 1.215, 0.370], [-1.199, 0.375, 0.866], [-1.748, -1.292, 1.467], [-2.944, 1.802, 1.086], [-2.979, 0.485, -0.169], [-1.978, 1.931, -0.353], [-0.669, 0.032, -0.014], [-0.536, 0.730, 1.644], [-2.667, -0.814, 2.364]],
  "smiles": "CCS.CCS",
  "homo_lumo_gap_ev": 9.88,
  "lumo_ha": 0.029,
  "homo_energy_ha": -0.334
}



x) {
  "formula": "C4H12S2",
  "method": "ωB97M-V with the def2-TZVPD basis set",
  "elements": ["C", "C", "S", "H", "H", "H", "H", "H", "H", "C", "C", "S", "H", "H", "H", "H", "H", "H"],
  "xyz": [[1.671, -0.413, -0.090], [3.038, -0.615, 0.540], [4.386, -0.003, -0.507], [0.938, -0.987, 0.474], [1.624, -0.831, -1.092], [1.346, 0.623, -0.140], [3.075, -0.122, 1.506], [3.181, -1.672, 0.753], [5.307, -0.867, -0.105], [-2.218, 0.161, 0.718], [-3.249, 0.631, -0.303], [-2.648, 0.584, -2.023], [-1.762, 0.984, 1.263], [-1.472, -0.495, 0.267], [-2.723, -0.486, 1.449], [-4.117, -0.023, -0.275], [-3.578, 1.649, -0.131], [-2.797, 1.883, -2.304]],
  "smiles": "CCS.CCS",
  "homo_lumo_gap_ev": 9.88,
  "lumo_ha": 0.033,
  "homo_energy_ha": -0.330
}



Which of them is the least stable? Correct choice: w).